Entry 1:
Density functional theory data (ωB97M-V/def2-TZVPD) for a structure of composition C43H28N10ORh.

```
! wB97M-V def2-TZVPD RIJCOSX def2/J DEFGRID3
* xyz 1 5
Rh -0.24 -0.16 0.44
O -0.55 -1.09 2.47
N 1.05 -0.67 4.08
N 2.20 -2.47 0.10
N -0.14 -2.06 -0.21
N 2.01 2.21 1.31
N 1.71 -0.13 0.61
N -2.65 2.20 0.57
N -2.18 -0.17 0.14
N -0.32 1.78 0.91
N -2.50 -2.55 -0.36
N 2.12 -1.34 4.64
C 0.35 0.33 4.84
C 0.70 -6.54 -0.96
C 0.99 -2.82 -0.21
C 0.09 0.13 6.18
C 3.13 -0.64 5.41
C 2.27 -2.50 3.96
C 3.44 -3.38 4.23
C -0.81 2.42 4.89
C -1.74 5.16 0.82
C 3.75 0.47 1.44
C -0.61 1.10 6.89
C -4.36 0.46 0.21
C 1.27 -2.63 3.04
C 6.00 0.36 2.20
C 2.43 0.93 1.14
C 0.34 6.35 1.21
C 1.38 -5.35 -0.71
C -1.02 3.99 0.92
C -0.77 -4.25 -0.63
C 1.05 5.16 1.31
C -0.69 -6.58 -1.04
C 6.06 -1.00 1.81
C 4.85 1.11 2.01
C 0.47 -1.47 3.12
C -1.03 6.35 0.97
C 3.81 -0.88 1.05
C 2.53 -1.24 0.53
C 0.35 3.99 1.16
C -0.09 1.46 4.18
C 0.61 -4.21 -0.55
C -4.31 -0.92 -0.08
C 4.98 -1.63 1.23
C -1.45 -5.42 -0.87
C -1.43 2.57 0.77
C 0.79 2.58 1.13
C -6.73 0.39 0.15
C -1.25 -2.87 -0.39
C -3.01 0.91 0.34
C -5.57 1.13 0.32
C -1.06 2.24 6.25
C -5.48 -1.66 -0.25
C -2.94 -1.30 -0.12
C -6.68 -0.99 -0.13
H 2.79 0.37 5.61
H 2.12 5.15 1.50
H -2.80 5.14 0.62
H 4.07 -0.58 4.85
H -1.56 7.29 0.88
H -1.18 -7.52 -1.23
H -2.53 -5.44 -0.93
H 0.11 1.59 3.13
H 0.42 -0.78 6.67
H -7.69 0.88 0.23
H 3.34 -4.30 3.67
H -7.61 -1.54 -0.26
H 0.86 7.30 1.32
H -1.16 3.31 4.39
H 4.37 -2.89 3.94
H -1.61 2.99 6.80
H 1.27 -7.45 -1.10
H 2.46 -5.31 -0.64
H 6.87 0.82 2.64
H -0.81 0.95 7.95
H 5.02 -2.67 0.91
H 4.81 2.15 2.30
H 3.31 -1.14 6.36
H 6.98 -1.55 1.96
H 3.51 -3.62 5.30
H -5.44 -2.72 -0.47
H -5.61 2.19 0.53
H 1.12 -3.47 2.37
*
```

Results
* gap between HOMO and LUMO (spin up / spin down): 4.98 / 6.04 eV
* ⟨S²⟩: 6.05
* lowest unoccupied orbital energy (spin up / spin down): -0.1340 / -0.1916 Ha

Results of the Mulliken charge analysis, in e, for atoms 1 through 2:
1. Rh 0.926
2. O -0.700

=====

Entry 2:
Density functional theory data (ωB97M-V/def2-TZVPD) for a structure of composition C43H30F3N6O5RbS2Se at a distorted geometry.

```
! wB97M-V def2-TZVPD RIJCOSX def2/J DEFGRID3
* xyz 0 1
Rb 1.59 -19.32 13.32
Se -1.14 -24.72 19.34
S 1.84 -14.67 10.53
S 3.21 -18.10 16.98
F 8.45 -26.29 12.36
F 9.09 -25.11 10.66
F 7.02 -26.00 10.64
O 2.38 -18.36 15.76
O 1.21 -21.12 8.54
O -2.88 -18.47 13.33
O -0.87 -17.60 13.17
O 1.97 -20.43 10.55
N 2.76 -21.94 15.31
N 0.57 -22.33 13.72
N 0.49 -23.88 19.15
N 2.26 -16.88 11.72
N -1.63 -24.36 17.65
N -0.55 -19.22 10.89
C -1.68 -18.63 11.17
C 1.05 -20.54 9.72
C 4.21 -12.03 16.27
C 8.01 -25.38 11.40
C 5.02 -19.34 12.14
C 5.88 -15.19 10.56
C -0.58 -23.47 15.61
C 2.53 -15.53 16.12
C -2.53 -19.50 9.13
C 1.99 -18.13 18.36
C 6.07 -21.75 12.21
C 3.95 -21.91 17.39
C -0.33 -19.96 9.78
C 3.36 -16.31 16.88
C -1.79 -18.15 12.61
C 7.43 -21.76 12.49
C -2.74 -18.67 10.20
C -1.72 -23.65 14.79
C 1.31 -16.08 11.23
C 5.97 -24.11 11.91
C -0.53 -22.58 12.99
C 5.41 -20.50 12.16
C 4.65 -14.57 10.30
C 5.29 -22.90 12.08
C 3.80 -21.59 16.05
C 7.40 -24.15 11.90
C 3.86 -13.50 16.59
C -0.58 -23.89 17.02
C 2.79 -22.42 17.99
C 0.56 -22.86 15.02
C 1.68 -22.47 15.90
C -1.32 -20.07 8.77
C 0.59 -23.57 17.88
C 4.45 -15.68 17.59
C 3.53 -16.39 11.39
C 5.88 -16.40 11.21
C 1.76 -22.90 17.28
C -1.72 -23.19 13.46
C 3.49 -15.10 10.82
C 2.79 -14.13 15.98
C 8.15 -22.95 12.21
C 4.70 -14.35 17.36
C 4.74 -17.03 11.59
H 3.30 -11.37 16.34
H 9.16 -22.96 12.46
H -2.65 -23.25 12.94
H 0.26 -16.31 11.32
H 4.85 -11.79 17.08
H -3.57 -18.63 12.69
H 5.54 -13.80 17.84
H -3.66 -18.15 10.42
H 2.12 -13.51 15.31
H 4.50 -13.66 9.73
H 2.08 -21.53 8.54
H 1.45 -19.10 18.28
H 4.74 -12.04 15.27
H 2.74 -22.43 19.09
H 5.48 -25.06 11.69
H 4.50 -20.88 15.51
H -0.57 -22.17 12.04
H 2.46 -18.05 19.33
H -3.31 -19.69 8.40
H 6.80 -16.88 11.59
H 1.77 -16.01 15.49
H 4.77 -18.23 11.90
H 5.05 -16.25 18.25
H 6.83 -14.83 10.20
H -1.12 -20.68 7.86
H 1.29 -17.31 18.30
H 7.93 -20.88 12.90
H 4.20 -22.82 12.12
H -2.61 -24.13 15.24
H 4.88 -21.72 17.90
*
```

Results
* gap between HOMO and LUMO: 4.05 eV
* lowest unoccupied orbital energy: -0.0439 Ha
* energy relative to the best compared isomer or geometry (same formula, charge and spin): 55.97 kcal/mol

Results of the Mulliken charge analysis, in e, for atoms 1 through 2:
1. Rb 0.743
2. Se 0.204

=====

Entry 3:
Density functional theory data (ωB97M-V/def2-TZVPD) for a structure of composition C43H31Cl2F13N2O9STa at a distorted geometry.

```
! wB97M-V def2-TZVPD RIJCOSX def2/J DEFGRID3
* xyz -1 1
Ta -0.33 0.05 1.45
Cl 1.63 3.54 -0.20
Cl 2.41 5.31 2.00
S -2.15 -1.11 -0.28
F 1.45 1.42 6.38
F 1.01 -1.99 -5.03
F 1.55 -3.77 3.17
F 2.17 -0.33 5.34
F 0.22 -3.72 -0.68
F 0.06 -0.07 5.68
F 1.02 3.55 4.99
F 1.72 -4.86 0.40
F -0.85 2.48 4.88
F -0.17 -4.40 1.32
F 2.45 -1.82 3.07
F 3.36 -3.47 2.01
F 0.04 3.29 3.09
O -3.60 0.98 1.77
O -1.98 -0.35 2.61
O -5.02 -6.50 2.71
O 0.08 0.29 -0.75
O -6.13 -6.52 0.80
O 0.19 0.56 3.24
O 0.24 -1.82 1.44
O -0.91 1.87 1.01
O -1.92 3.73 0.32
N -2.21 2.22 -3.52
N 1.80 0.29 1.25
C -4.59 -4.27 -0.15
C -0.59 0.51 -2.97
C 1.35 -2.57 1.09
C -3.43 1.99 -5.64
C -3.10 2.92 -4.48
C 0.22 -0.57 -3.33
C 4.68 2.32 3.69
C -1.47 2.63 0.10
C -3.00 -2.50 0.34
C 3.48 -1.84 -2.02
C 3.36 2.18 4.09
C 2.72 0.94 2.09
C 4.09 -2.61 -3.16
C 0.24 -0.95 -4.64
C 2.22 -1.83 0.07
C 1.18 0.57 5.37
C -1.42 2.05 -1.26
C -4.46 -4.79 1.14
C 3.00 0.22 -0.88
C 1.19 4.96 0.76
C 5.68 3.09 4.51
C -3.88 -3.16 -0.54
C -3.18 0.18 2.57
C -5.20 -5.99 1.63
C -1.38 1.17 -3.92
C -1.33 0.76 -5.27
C -2.17 1.47 -6.29
C 1.04 1.32 3.99
C 2.36 -0.44 0.16
C -2.86 -3.04 1.63
C 2.39 1.51 3.34
C 5.02 1.69 2.50
C -3.57 -4.16 2.01
C -0.52 -0.30 -5.61
C 3.56 -0.45 -1.95
C -4.37 3.42 -3.81
C 0.77 -3.90 0.53
C 2.80 -2.50 -1.01
C -0.62 0.92 -1.58
C 0.31 2.68 4.25
C -2.17 2.63 -2.24
C 2.18 -2.91 2.36
C 4.08 1.02 1.75
H 6.05 1.71 2.16
H 0.24 4.74 1.24
H -3.82 -0.18 3.40
H 3.08 2.59 5.05
H -6.19 -5.98 0.00
H 1.13 5.81 0.10
H -4.04 2.55 -6.35
H 4.44 0.52 0.86
H 4.45 -1.93 -3.94
H -4.21 4.28 -3.18
H 4.05 0.10 -2.74
H -4.83 2.62 -3.21
H -3.45 -4.57 3.00
H -2.17 -2.58 2.32
H -3.98 -2.77 -1.55
H 4.94 -3.21 -2.83
H 6.66 2.62 4.48
H -1.61 2.31 -6.72
H 3.06 1.30 -0.84
H 5.79 4.11 4.13
H -2.54 3.77 -4.88
H -5.08 3.71 -4.59
H -4.04 1.16 -5.26
H -2.78 3.48 -1.97
H -5.23 -4.73 -0.89
H 3.37 -3.28 -3.61
H -0.48 -0.65 -6.64
H 0.80 -1.08 -2.58
H -2.40 0.79 -7.12
H 2.72 -3.58 -1.08
H 5.36 3.17 5.55
*
```

Results
* gap between HOMO and LUMO: 6.25 eV
* lowest unoccupied orbital energy: 0.0533 Ha
* energy relative to the best compared isomer or geometry (same formula, charge and spin): 4.67 kcal/mol

Results of the Mulliken charge analysis, in e, for atoms 1 through 2:
1. Ta 1.588
2. Cl -0.066

=====

Entry 4:
Density functional theory data (ωB97M-V/def2-TZVPD) for a structure of composition C43H31N4PPdS2 at a distorted geometry.

```
! wB97M-V def2-TZVPD RIJCOSX def2/J DEFGRID3
* xyz 2 1
Pd -0.05 -0.55 0.35
S -2.16 -0.19 1.01
S -2.19 1.14 -4.62
P 1.49 -0.72 2.17
N -0.77 2.56 0.44
N -1.12 0.88 -1.30
N -0.54 1.39 -2.15
N -1.12 -1.76 -1.20
C 3.37 1.06 3.21
C 1.21 2.70 -3.04
C 3.00 -2.49 -1.82
C -0.50 -2.90 -1.45
C -1.47 5.07 1.38
C 2.84 -3.36 -0.73
C -2.24 -3.73 -2.81
C 2.25 -0.65 -0.46
C 2.06 -1.53 0.62
C -2.46 4.24 0.81
C 4.63 1.41 3.71
C 4.10 -1.24 2.99
C -3.12 -0.34 -1.49
C -0.12 -2.91 2.79
C -1.01 -3.91 -2.26
C 1.12 3.16 -5.42
C -4.27 -2.39 -3.06
C 0.12 3.35 0.98
C 2.35 -2.90 0.47
C -3.03 2.07 -0.23
C -0.74 1.87 -4.48
C -2.51 0.71 -0.60
C 1.75 3.27 -4.12
C -2.95 -2.54 -2.55
C -4.98 -1.28 -2.75
C -0.65 -3.86 3.64
C -4.33 2.51 -0.31
C -0.24 -3.91 4.97
C 0.70 -3.02 5.44
C -4.72 3.78 0.15
C 5.61 0.44 3.84
C -0.18 4.64 1.47
C -0.04 1.98 -3.18
C -0.04 2.50 -5.59
C -4.40 -0.26 -1.97
C 3.11 -0.26 2.85
C 0.85 -2.02 3.25
C -2.06 2.97 0.35
C -2.37 -1.54 -1.74
C 5.34 -0.88 3.48
C -3.81 4.63 0.70
C 2.70 -1.15 -1.69
C 1.25 -2.07 4.58
H -0.67 -4.65 5.64
H -0.51 2.41 -6.56
H -1.76 6.05 1.74
H 3.11 -4.40 -0.84
H 2.60 1.81 3.13
H -0.43 -4.81 -2.42
H -5.00 0.61 -1.79
H 2.21 -3.57 1.30
H -4.11 5.61 1.05
H 0.60 5.25 1.90
H 2.21 0.42 -0.30
H 3.38 -2.87 -2.76
H 2.68 3.82 -4.03
H -4.68 -3.17 -3.67
H 1.67 2.76 -2.06
H -5.99 -1.14 -3.11
H -2.69 -4.49 -3.44
H 6.58 0.70 4.22
H 1.14 2.98 1.04
H 1.60 3.61 -6.27
H -0.46 -2.87 1.76
H 4.83 2.43 3.99
H -5.76 4.07 0.07
H 3.89 -2.27 2.73
H 6.10 -1.64 3.59
H -5.11 1.89 -0.71
H -1.40 -4.55 3.27
H 0.46 -3.03 -0.98
H 1.02 -3.05 6.47
H 1.99 -1.38 4.96
H 2.87 -0.47 -2.52
*
```

Results
* gap between HOMO and LUMO (spin up / spin down): 5.98 / 5.98 eV
* lowest unoccupied orbital energy (spin up / spin down): -0.2651 / -0.2651 Ha
* energy relative to the best compared isomer or geometry (same formula, charge and spin): 146.36 kcal/mol

Results of the Mulliken charge analysis, in e, for atoms 1 through 2:
1. Pd 0.050
2. S -0.348

=====

Entry 5:
Density functional theory data (ωB97M-V/def2-TZVPD) for a structure of composition C43H32ClFeN6PSe.

```
! wB97M-V def2-TZVPD RIJCOSX def2/J DEFGRID3
* xyz 1 6
Se -1.84 -3.04 -0.70
Fe -1.20 -0.76 -0.06
Cl 0.89 -2.10 1.55
P 1.30 -0.31 -0.93
N -1.40 -1.63 3.86
N -3.58 -0.65 -0.11
N -0.10 -2.25 5.71
N -1.81 -0.03 1.83
N -0.89 0.38 2.78
N 0.66 -4.68 -0.64
C -1.76 3.39 -0.98
C -2.07 2.33 -3.13
C 2.14 2.21 -4.05
C -4.03 0.00 0.98
C -3.03 0.29 2.01
C 1.19 -2.15 -2.98
C 0.36 -0.13 4.72
C 2.22 -0.98 1.59
C 2.05 3.46 -3.46
C 0.66 -1.08 5.70
C 1.68 -0.87 6.62
C -1.90 -0.08 -3.37
C 4.38 0.72 1.60
C 3.53 -3.46 -2.29
C -5.34 0.40 1.11
C -2.36 1.29 -5.29
C -2.33 2.41 -4.52
C 1.10 1.05 4.69
C 1.92 -1.72 -1.88
C 1.63 -3.22 -3.74
C -1.84 1.06 -2.54
C -2.04 3.49 -2.31
C -2.15 0.03 -4.71
C 1.94 1.06 -3.29
C 1.65 1.16 -1.93
C -0.68 -0.45 3.74
C 2.10 1.28 5.61
C -1.50 2.13 -0.40
C -5.77 -0.55 -1.03
C 2.80 -3.88 -3.39
C -4.43 -0.91 -1.09
C 2.39 0.31 6.58
C -0.28 -4.01 -0.66
C 2.44 -0.17 0.48
C 1.56 2.42 -1.35
C -1.54 0.97 -1.15
C -6.23 0.12 0.09
C -1.08 -2.44 4.80
C 3.54 0.68 0.50
C 4.14 -0.09 2.70
C 1.76 3.56 -2.10
C 3.10 -2.38 -1.54
C 3.05 -0.96 2.70
H -1.63 -3.37 4.90
H 1.33 2.52 -0.29
H 0.08 -2.96 6.40
H 2.21 4.35 -4.05
H -6.42 -0.79 -1.86
H -2.23 4.45 -2.77
H -5.66 0.92 2.00
H -2.19 -0.86 -5.33
H 1.05 -3.54 -4.60
H -1.24 2.10 0.65
H 4.43 -3.98 -2.01
H 3.75 1.31 -0.36
H 2.03 0.09 -3.76
H 0.87 1.78 3.93
H -1.73 4.28 -0.36
H -7.27 0.42 0.16
H 3.13 -4.73 -3.97
H 1.70 4.54 -1.64
H 1.89 -1.62 7.37
H 3.18 0.48 7.30
H 0.27 -1.64 -3.26
H 2.66 2.20 5.59
H -2.56 1.37 -6.35
H -2.50 3.39 -4.95
H 4.79 -0.06 3.56
H -4.03 -1.43 -1.95
H 5.24 1.38 1.60
H 2.37 2.12 -5.10
H 2.85 -1.61 3.54
H -1.75 -1.06 -2.93
H -3.33 0.81 2.91
H 3.68 -2.06 -0.68
*
```

Results
* gap between HOMO and LUMO (spin up / spin down): 7.09 / 6.43 eV
* ⟨S²⟩: 8.76
* lowest unoccupied orbital energy (spin up / spin down): -0.1121 / -0.1388 Ha
* energy relative to the best compared isomer or geometry (same formula, charge and spin): 12.61 kcal/mol

Results of the Mulliken charge analysis, in e, for atoms 1 through 2:
1. Se -0.152
2. Fe 0.012